[1]
ORCA calculation (the ωB97M-V functional and the def2-TZVPD basis) on a cluster of 2 separate species, C4H14N2O2 in total.

Bonds (Å) are listed after each position.
CARTESIAN COORDINATES (ANGSTROEM)
1 C 0.029 -0.790 -0.261  H9 1.092, H13 1.093, N17 1.477, C18 1.515
2 C 2.395 -0.633 -0.796  H5 1.080, H7 1.086, H15 1.101, N17 1.485
3 C -1.592 1.775 -0.504  O4 1.441, H14 1.104, N16 1.449, H21 1.088
4 O -1.137 1.467 -1.836  C3 1.441, H12 0.965
5 H 3.337 -0.259 -0.422  C2 1.080
6 H -0.855 -0.333 1.680  C18 1.080
7 H 2.187 -1.698 -0.836  C2 1.086
8 H -1.754 -1.340 0.511  C18 1.107
9 H -0.182 -0.718 -1.330  C1 1.092
10 H 1.201 0.954 -0.198  N17 1.009
11 H 1.636 -0.959 2.160  O22 0.980
12 H -1.871 0.992 -2.245  O4 0.965
13 H 0.223 -1.859 -0.135  C1 1.093
14 H -0.621 2.030 -0.044  C3 1.104
15 H 2.468 -0.407 -1.871  C2 1.101
16 N -2.086 0.636 0.244  C3 1.449, C18 1.485, H20 1.007
17 N 1.277 -0.037 -0.022  C1 1.477, C2 1.485, H10 1.009
18 C -1.135 -0.432 0.641  C1 1.515, H6 1.080, H8 1.107, N16 1.485
19 H 0.922 -0.149 3.103  O22 0.967
20 H -2.962 0.235 -0.050  N16 1.007
21 H -2.333 2.571 -0.538  C3 1.088
22 O 0.857 -1.046 2.748  H11 0.980, H19 0.967

SMILES: CNCCNCO.O
LUMO, eV: 0.86
2S+1: 1

Table of Mulliken atomic charges, one value per atom, all in e:
1. C -0.7321
2. C -0.9464
3. C -0.4847
4. O -0.5074
5. H 0.3089
6. H 0.2434
7. H 0.3357
8. H 0.3186
9. H 0.4948
10. H 0.1748
11. H 0.2951
12. H 0.3257
13. H 0.5685
14. H 0.2372
15. H 0.3383
16. N -0.2171
17. N -0.2512
18. C -0.7243
19. H 0.3293
20. H 0.2678
21. H 0.2976
22. O -0.6726

[2]
ORCA calculation (the ωB97M-V functional and the def2-TZVPD basis) on a cluster of 2 separate species, C4H14N2O2 in total.

Bonds (Å) are listed after each position.
CARTESIAN COORDINATES (ANGSTROEM)
1 O -1.458 -1.198 1.921  C6 1.433, H14 0.948
2 C 1.271 1.406 -0.842  N8 1.451, C13 1.520, H19 1.093, H20 1.096
3 N -0.366 -0.482 -1.252  C13 1.454, H15 0.981, C18 1.450
4 H 0.222 -0.343 2.142  O22 0.974
5 H -2.094 0.445 -0.636  C18 1.096
6 C -1.807 -1.361 0.542  O1 1.433, H16 1.090, H17 1.090, C18 1.523
7 H -0.364 1.244 -2.417  C13 1.098
8 N 2.314 0.529 -0.341  C2 1.451, H9 1.010, H12 1.020
9 H 2.269 -0.363 -0.812  N8 1.010
10 H -0.875 0.585 0.542  C18 1.094
11 H 0.678 1.047 2.391  O22 0.969
12 H 2.196 0.357 0.657  N8 1.020
13 C 0.333 0.674 -1.788  C2 1.520, N3 1.454, H7 1.098, H21 1.103
14 H -1.498 -2.025 2.383  O1 0.948
15 H 0.212 -1.238 -1.014  N3 0.981
16 H -1.281 -2.234 0.158  C6 1.090
17 H -2.868 -1.556 0.382  C6 1.090
18 C -1.279 -0.129 -0.181  N3 1.450, H5 1.096, C6 1.523, H10 1.094
19 H 0.804 1.907 0.009  C2 1.093
20 H 1.633 2.259 -1.425  C2 1.096
21 H 0.907 0.311 -2.658  C13 1.103
22 O 1.048 0.164 2.240  H4 0.974, H11 0.969

SMILES: NCCNCCO.O
LUMO, eV: 0.66
2S+1: 1

Table of Mulliken atomic charges, one value per atom, all in e:
1. O -0.5887
2. C -0.2766
3. N -0.3158
4. H 0.3651
5. H 0.2740
6. C -0.4447
7. H 0.4168
8. N -0.6325
9. H 0.2569
10. H 0.1123
11. H 0.3368
12. H 0.4024
13. C -1.0533
14. H 0.2802
15. H 0.2927
16. H 0.3091
17. H 0.3092
18. C -0.1802
19. H 0.1684
20. H 0.2782
21. H 0.3949
22. O -0.7051

[3]
ORCA calculation (the ωB97M-V functional and the def2-TZVPD basis) on a cluster of 3 separate species, C4H14N2O2 in total.

Bonds (Å) are listed after each position.
CARTESIAN COORDINATES (ANGSTROEM)
1 H -1.272 -2.020 -0.951  C16 1.087
2 O 2.338 0.018 0.448  N3 1.437, N20 1.418
3 N 2.229 -1.415 0.455  O2 1.437, H5 1.023, H10 1.017
4 H -1.045 0.094 2.160  C12 1.073
5 H 2.784 -1.756 1.244  N3 1.023
6 H -2.456 -0.410 -1.555  O14 0.963
7 H 2.016 1.303 1.877  N20 1.014
8 H -1.365 -2.296 0.789  C16 1.088
9 H 0.942 1.074 -1.200  C11 1.079
10 H 2.692 -1.686 -0.409  N3 1.017
11 C 0.180 1.601 -1.753  H9 1.079, H13 1.083, H21 1.074, H22 1.093
12 C -1.600 0.462 1.318  H4 1.073, H15 1.075, C18 1.331
13 H -0.217 0.953 -2.523  C11 1.083
14 O -2.517 0.186 -0.801  H6 0.963, C18 1.367
15 H -2.118 1.398 1.418  C12 1.075
16 C -1.044 -1.593 0.023  H1 1.087, H8 1.088, H17 1.086, C18 1.500
17 H 0.034 -1.488 0.115  C16 1.086
18 C -1.728 -0.272 0.216  C12 1.331, O14 1.367, C16 1.500
19 H 0.649 0.905 1.012  N20 1.023
20 N 1.493 0.541 1.459  O2 1.418, H7 1.014, H19 1.023
21 H -0.616 1.923 -1.107  C11 1.074
22 H 0.622 2.479 -2.233  C11 1.093

SMILES: C=C(C)O.NON.C
LUMO, eV: 0.90
2S+1: 1

Table of Mulliken atomic charges, one value per atom, all in e:
1. H 0.4058
2. O -0.2198
3. N -0.4512
4. H 0.4697
5. H 0.2558
6. H 0.3269
7. H 0.2531
8. H 0.2834
9. H 0.1045
10. H 0.1976
11. C -0.8220
12. C -1.2662
13. H 0.2147
14. O -0.4794
15. H 0.3148
16. C -0.8104
17. H 0.0752
18. C 0.7904
19. H 0.1712
20. N -0.3549
21. H 0.2147
22. H 0.3261

[4]
ORCA calculation (the ωB97M-V functional and the def2-TZVPD basis) on a cluster of 3 separate species, C4H14N2O3S in total.

Bonds (Å) are listed after each position.
CARTESIAN COORDINATES (ANGSTROEM)
1 C -0.335 -0.690 0.011  C12 1.529, C14 1.523, H15 1.152, N20 1.486
2 S -2.345 -2.566 0.625  C12 1.830, H13 1.350
3 H -2.513 -0.206 -0.068  C12 1.153
4 O 0.442 0.596 -2.353  C8 1.227
5 H -1.882 -0.394 1.568  C12 1.122
6 H 1.721 -1.073 0.620  C14 1.120
7 O 0.434 2.048 2.510  H11 0.950, H24 0.987
8 C 0.333 1.273 -1.336  O4 1.227, N10 1.416, N20 1.388
9 H 2.599 0.724 -0.874  O16 1.014
10 N 0.725 2.634 -1.323  C8 1.416, H18 0.987, H21 0.988
11 H 1.084 1.541 2.983  O7 0.950
12 C -1.762 -0.833 0.541  C1 1.529, S2 1.830, H3 1.153, H5 1.122
13 H -2.454 -2.820 -0.696  S2 1.350
14 C 0.680 -1.274 0.983  C1 1.523, H6 1.120, H22 1.067, H23 1.101
15 H -0.259 -1.173 -1.033  C1 1.152
16 O 3.460 0.188 -0.864  H9 1.014, H17 0.959
17 H 3.407 -0.217 -1.731  O16 0.959
18 H 0.470 3.208 -0.563  N10 0.987
19 H 0.000 1.317 0.694  N20 0.981
20 N -0.096 0.771 -0.115  C1 1.486, C8 1.388, H19 0.981
21 H 0.891 3.087 -2.186  N10 0.988
22 H 0.648 -0.899 1.982  C14 1.067
23 H 0.597 -2.371 1.032  C14 1.101
24 H 0.616 2.976 2.794  O7 0.987

SMILES: C[C@@H](CS)NC(N)=O.O.O
LUMO, eV: 0.18
2S+1: 1

Table of Mulliken atomic charges, one value per atom, all in e:
1. C 0.3450
2. S -0.2244
3. H 0.3627
4. O -0.6042
5. H 0.3070
6. H 0.3244
7. O -0.6421
8. C 0.2702
9. H 0.3529
10. N -0.3696
11. H 0.3007
12. C -0.8512
13. H 0.1217
14. C -1.3644
15. H 0.3156
16. O -0.6904
17. H 0.3336
18. H 0.1650
19. H 0.3172
20. N -0.0146
21. H 0.2241
22. H 0.3218
23. H 0.4057
24. H 0.2932

[5]
ORCA calculation (the ωB97M-V functional and the def2-TZVPD basis) on a cluster of 4 separate species, C4H14N2O5 in total.

Bonds (Å) are listed after each position.
CARTESIAN COORDINATES (ANGSTROEM)
1 H 2.829 1.177 1.542  O10 0.971
2 H 1.488 -1.373 -1.230  N13 1.011
3 H -1.869 -0.949 1.226  C25 1.108
4 H -1.674 2.894 -2.166  O20 0.969
5 H -0.694 1.881 -2.164  O20 0.982
6 H -2.758 0.952 0.661  N7 1.002
7 N -1.881 1.436 0.660  H6 1.002, H9 1.003, C15 1.359
8 O 0.243 1.522 1.199  C15 1.228
9 H -1.751 2.390 0.378  N7 1.003
10 O 2.918 0.247 1.279  H1 0.971, H17 0.963
11 H -0.814 -0.770 -0.988  C18 1.099
12 H -1.801 -3.067 -0.563  C23 1.119
13 N 1.127 -1.188 -0.305  H2 1.011, C18 1.433, H19 1.010
14 H 1.686 1.475 -1.303  O22 0.964
15 C -0.738 0.803 1.033  N7 1.359, O8 1.228, C25 1.523
16 H 1.047 2.421 -0.379  O22 0.972
17 H 2.751 0.401 0.343  O10 0.963
18 C -0.296 -1.318 -0.188  H11 1.099, N13 1.433, C23 1.558, C25 1.558
19 H 1.563 -1.361 0.589  N13 1.010
20 O -1.632 1.965 -2.440  H4 0.969, H5 0.982
21 H -0.180 -1.044 1.985  C25 1.076
22 O 1.079 2.223 -1.330  H14 0.964, H16 0.972
23 C -0.755 -2.805 -0.260  H12 1.119, C18 1.558, O24 1.198
24 O 0.008 -3.711 -0.079  C23 1.198
25 C -0.788 -0.714 1.161  H3 1.108, C15 1.523, C18 1.558, H21 1.076

SMILES: NC(=O)C[C@@H](N)C=O.O.O.O
LUMO, eV: 0.44
2S+1: 1

Table of Mulliken atomic charges, one value per atom, all in e:
1. H 0.3216
2. H 0.2047
3. H 0.3027
4. H 0.3058
5. H 0.3611
6. H 0.1828
7. N -0.2959
8. O -0.6875
9. H 0.2113
10. O -0.6356
11. H 0.2275
12. H 0.3769
13. N -0.3619
14. H 0.2866
15. C 0.6988
16. H 0.3453
17. H 0.2638
18. C 0.1214
19. H 0.2877
20. O -0.6440
21. H 0.4203
22. O -0.6523
23. C -0.2531
24. O -0.4398
25. C -0.9482

[6]
ORCA calculation (the ωB97M-V functional and the def2-TZVPD basis) on a cluster of 2 separate species, C4H14N2OS in total.

Bonds (Å) are listed after each position.
CARTESIAN COORDINATES (ANGSTROEM)
1 H 2.008 -0.287 0.188  C16 1.089
2 H -3.465 0.560 -1.442  O20 0.960
3 H -0.461 0.855 0.736  C7 1.091
4 H 0.164 1.221 -1.340  N11 1.005
5 H 1.128 -1.105 -2.656  C8 1.081
6 S -0.206 0.520 3.674  H13 1.333, C15 1.804
7 C 0.007 -0.107 0.950  H3 1.091, C15 1.536, C16 1.551, N18 1.452
8 C 1.030 -0.029 -2.686  H5 1.081, H9 1.100, N11 1.465, H22 1.095
9 H 1.925 0.380 -3.177  C8 1.100
10 H 1.632 0.678 2.080  C15 1.087
11 N 0.876 0.512 -1.334  H4 1.005, C8 1.465, C16 1.461
12 H -0.692 -2.040 1.120  N18 1.010
13 H -0.600 1.680 3.150  S6 1.333
14 H -1.842 0.658 -1.137  O20 0.963
15 C 0.795 0.009 2.263  S6 1.804, C7 1.536, H10 1.087, H17 1.095
16 C 0.999 -0.407 -0.204  H1 1.089, C7 1.551, N11 1.461, H21 1.094
17 H 1.212 -0.970 2.519  C15 1.095
18 N -1.036 -1.116 0.903  C7 1.452, H12 1.010, H19 1.015
19 H -1.838 -0.912 1.492  N18 1.015
20 O -2.696 1.095 -1.231  H2 0.960, H14 0.963
21 H 0.904 -1.431 -0.577  C16 1.094
22 H 0.156 0.233 -3.291  C8 1.095

SMILES: CNC[C@@H](N)CS.O
LUMO, eV: 0.89
2S+1: 1

Table of Mulliken atomic charges, one value per atom, all in e:
1. H 0.2943
2. H 0.2934
3. H 0.5193
4. H 0.3448
5. H 0.3486
6. S -0.2112
7. C 0.0819
8. C -0.8689
9. H 0.2341
10. H 0.4077
11. N -0.3569
12. H 0.2175
13. H 0.1173
14. H 0.3064
15. C -1.0790
16. C -0.6554
17. H 0.3774
18. N -0.5550
19. H 0.2483
20. O -0.6788
21. H 0.3265
22. H 0.2876

In the order shown, the computed energy above the lowest of the compared OMol25 structures with the same formula, charge and spin values come out to 181.8; 130.1; 428.3; 11.1; 119.2; 72.8 kJ/mol.
In the order shown, the computed Kohn-Sham gap values come out to 9.59; 9.33; 9.47; 9.17; 9.70; 9.43 eV.
In the order shown, the computed HOMO energy values come out to -8.73; -8.67; -8.57; -9.00; -9.26; -8.53 eV.